This record from the OMol25 dataset describes a cluster of 10 separate species, C75H166N10O10 in total in a non-equilibrium geometry. The level of theory is ωB97M-V with the def2-TZVPD basis set.

```
261
Properties=species:S:1:pos:R:3:forces:R:3
C 21.816843 16.398383 17.312722 1.06 -1.30 0.27
C 21.941069 17.863278 17.026526 0.85 1.21 0.24
C 23.176417 18.219359 16.171237 0.40 0.60 0.38
C 20.655207 18.416322 16.367039 -0.75 0.31 -0.44
C 19.405527 18.374987 17.291419 1.82 -0.96 -0.11
C 19.813923 19.319278 18.400506 0.31 -0.26 1.88
C 21.064325 18.833288 19.234100 -0.53 1.65 -0.48
C 21.464100 20.043878 20.193449 -0.45 -1.75 -0.36
C 20.740779 17.575285 20.006387 -0.78 1.07 1.07
N 22.187527 18.678304 18.301993 -0.25 0.58 -0.71
O 23.310567 18.189544 19.043857 -1.32 -2.57 -0.70
H 21.513291 15.746363 16.482459 -0.19 0.61 0.18
H 22.800686 15.978570 17.598116 -0.28 0.33 0.00
H 21.187654 16.233405 18.178806 -0.26 -0.29 -0.28
H 24.118892 18.104083 16.744528 -0.66 -0.15 -0.18
H 23.325789 17.727857 15.222728 -0.40 -0.72 -0.27
H 23.110193 19.277447 15.916130 -0.02 0.16 0.13
H 20.760946 19.459937 16.046716 0.45 0.03 0.35
H 20.449433 17.928371 15.408044 0.30 -0.42 0.21
H 18.518324 18.706635 16.813957 -0.72 0.58 -0.59
H 19.207045 17.300939 17.506610 0.13 0.74 0.68
H 19.069993 19.521154 19.201229 -0.03 -0.19 -0.72
H 20.067201 20.274884 17.929052 -0.08 0.01 0.16
H 22.127326 20.663723 19.655280 0.76 0.82 -0.72
H 21.979662 19.733564 21.102157 -0.15 -0.21 0.03
H 20.603554 20.639567 20.444870 -0.47 0.08 0.28
H 19.968894 16.970544 19.557865 0.15 -0.46 -0.42
H 20.294449 17.860040 20.968682 0.31 -0.06 0.04
H 21.690937 17.113378 20.158195 0.29 -0.95 0.37
H 23.859900 18.892620 19.306916 0.69 1.85 0.02
C 18.656306 12.448120 11.610038 -0.73 0.89 -0.08
C 18.116162 11.730975 10.374223 -0.50 -0.48 -0.12
C 18.661040 10.292514 10.361925 0.15 -1.62 -1.17
C 16.543818 11.551461 10.347194 1.51 0.61 -0.53
C 15.723991 12.802935 9.991415 0.91 -1.28 -1.46
C 16.270755 13.414067 8.656536 0.21 -1.53 -0.12
C 17.794270 13.606906 8.671672 0.78 1.82 -0.74
C 18.288872 13.871232 7.197695 -1.79 0.59 0.25
C 18.189387 14.880479 9.478500 0.28 0.19 -0.76
N 18.459708 12.384388 9.075395 1.43 -0.71 0.57
O 19.956117 12.648183 9.036953 -2.42 0.58 1.12
H 18.006438 13.322738 11.806297 0.65 -0.10 0.05
H 18.584961 11.831193 12.496157 -0.05 -0.40 0.17
H 19.710454 12.737618 11.497741 -0.53 0.02 -0.16
H 19.572696 10.080256 10.900782 0.17 0.47 0.79
H 17.934727 9.461854 10.621266 0.52 1.23 0.04
H 18.997208 10.013039 9.350238 -0.47 0.24 -0.07
H 16.403249 10.723392 9.661677 -0.38 0.17 -0.66
H 16.265585 11.111825 11.277355 -0.30 0.02 0.96
H 14.710498 12.420641 9.861818 -0.24 0.55 0.05
H 15.779299 13.497862 10.805782 -0.13 0.58 0.38
H 15.796666 14.347028 8.406109 -0.14 0.57 0.10
H 16.082039 12.759289 7.763837 -0.21 0.12 0.97
H 19.287895 14.283272 7.077903 0.19 -0.49 0.33
H 17.630975 14.659046 6.769845 0.16 -0.40 0.18
H 18.095562 12.961505 6.623203 0.44 0.08 -0.08
H 19.313398 14.893079 9.433995 -1.10 0.32 0.65
H 17.747634 14.910607 10.484877 0.53 -0.06 -0.15
H 17.798666 15.797233 8.951302 0.42 -0.91 0.34
H 20.212778 11.938260 8.481263 0.52 -1.01 -0.90
C 12.927518 19.430427 11.385423 0.56 0.61 0.93
C 13.030372 19.943084 9.926783 0.54 -2.60 0.33
C 11.613266 19.953459 9.431039 -0.27 0.81 -0.69
C 13.724758 21.282888 9.756857 0.94 -0.32 -0.49
C 15.298261 21.213960 9.875171 -1.38 -0.60 -1.09
C 15.822134 20.130233 8.927523 0.85 -0.65 1.00
C 15.188012 18.729852 9.191653 0.60 0.78 0.58
C 15.654941 17.770699 8.140681 0.54 -0.45 -0.99
C 15.681454 18.223216 10.535333 0.96 -0.22 0.72
N 13.766203 18.881927 9.050161 -2.25 -0.37 0.80
O 13.187511 17.523212 9.427200 0.94 2.03 0.52
H 11.976007 19.766382 11.869060 0.86 -0.01 -0.32
H 12.941063 18.342083 11.458608 -0.18 0.09 -0.29
H 13.799369 19.761024 11.985761 -0.56 0.09 -0.06
H 11.019919 20.724858 9.935635 0.03 -0.38 0.30
H 11.607826 20.267352 8.401875 -0.04 -0.08 -0.73
H 11.172359 18.964187 9.500581 -0.18 0.06 0.21
H 13.469977 21.678405 8.746068 0.19 -0.18 0.61
H 13.281072 21.931660 10.499404 0.02 0.46 0.18
H 15.689237 22.157802 9.485916 0.17 0.07 0.74
H 15.645845 20.920310 10.868526 -0.16 0.75 0.10
H 16.933029 20.035804 9.118762 -0.99 -0.03 -0.40
H 15.676448 20.399130 7.897150 -0.11 0.16 -0.58
H 15.112789 17.912457 7.219881 -0.32 0.31 -0.44
H 15.515879 16.710598 8.378169 0.25 0.23 0.35
H 16.700179 18.000880 7.900772 0.02 -0.43 0.17
H 15.047259 17.501679 11.046999 0.03 -0.53 -0.61
H 15.737218 18.995576 11.286574 0.23 0.60 0.15
H 16.724308 17.851315 10.389673 -0.87 -0.02 0.33
H 12.871854 17.219880 8.594028 -0.41 -0.30 -1.12
C 13.647057 12.415213 17.277849 0.24 -0.64 0.13
C 13.879356 11.737525 15.941437 -0.33 -0.30 -1.43
C 12.474331 11.239598 15.401813 1.24 1.18 1.32
C 14.506029 12.772530 14.953218 -0.69 0.78 0.89
C 15.038997 12.099666 13.716187 0.17 1.41 -0.30
C 16.026139 11.079355 14.095277 1.52 -1.29 -0.40
C 15.465675 9.953618 14.975833 -0.40 1.59 -0.61
C 14.502572 9.091478 14.203241 -0.54 -0.94 -0.34
C 16.522561 9.034760 15.484140 1.80 0.59 1.44
N 14.885450 10.670542 16.116023 -0.81 -0.23 1.01
O 14.343692 9.733630 17.037596 -0.13 -0.49 0.27
H 14.643536 12.661064 17.615907 0.12 0.54 0.46
H 13.004953 13.273678 17.143864 0.05 0.46 0.00
H 13.185450 11.771605 18.035873 0.11 -0.03 -0.33
H 12.002341 10.660269 16.185640 -0.30 -0.12 0.13
H 11.922256 12.171598 15.277772 -0.38 -0.26 -0.27
H 12.527663 10.654811 14.518930 -0.16 -0.11 -0.80
H 13.708513 13.542716 14.745400 0.83 -0.63 0.01
H 15.356812 13.294891 15.467256 -0.69 -0.38 -0.26
H 14.256514 11.754221 13.094434 -1.06 -0.75 -0.62
H 15.588735 12.788916 13.072001 -0.22 0.35 0.08
H 16.830918 11.624131 14.597675 0.08 -0.28 0.40
H 16.521859 10.675557 13.185111 -0.37 -0.18 0.56
H 13.651640 9.546283 13.687543 0.63 0.07 -0.15
H 14.081026 8.387348 14.909851 -0.33 -0.32 0.19
H 15.079888 8.445823 13.534286 -0.17 0.26 -0.26
H 17.161406 9.554130 16.248738 -0.50 -0.17 -0.78
H 17.188432 8.721596 14.677899 -0.17 -0.27 0.02
H 16.107633 8.211786 16.051363 -0.13 -0.42 -0.29
H 13.550581 9.294621 16.656588 0.54 0.47 -0.04
C 19.343493 18.063089 10.751533 0.69 0.88 0.96
C 20.828170 18.479990 10.402054 -2.27 -0.47 -0.78
C 21.424115 17.179849 9.833007 1.22 -0.66 -0.64
C 20.758641 19.565152 9.300585 0.16 -0.02 -0.19
C 20.262607 20.916803 9.810448 0.34 -0.61 -0.40
C 21.170460 21.331382 10.878617 1.72 0.26 2.13
C 21.344675 20.322682 12.082583 -1.58 1.23 -0.83
C 22.487626 20.765266 12.957586 1.16 -0.22 -0.17
C 20.053131 20.313936 12.938677 0.75 0.58 1.11
N 21.577182 19.041020 11.504828 1.76 -1.82 0.20
O 21.650394 18.105594 12.580862 0.21 -0.15 -0.53
H 19.260488 17.213873 11.460759 0.13 0.68 -0.09
H 18.771055 18.946510 11.064407 0.00 -0.55 0.12
H 18.868133 17.745650 9.866331 -0.41 -0.56 -1.29
H 21.127340 16.851820 8.806220 -0.47 0.93 0.63
H 22.503334 17.258199 9.725933 0.34 0.24 0.20
H 21.267624 16.263532 10.413368 -0.19 0.48 0.40
H 21.777260 19.696965 8.870482 -0.57 -0.05 0.23
H 20.097638 19.227490 8.508997 0.03 -0.33 -0.21
H 20.379949 21.681664 9.078931 -0.10 0.39 -1.16
H 19.233547 20.980648 10.098086 -0.81 -0.50 0.28
H 20.926385 22.289072 11.299791 -0.54 0.53 0.41
H 22.144686 21.558924 10.420964 0.12 -0.57 0.20
H 23.372811 21.007960 12.353740 -0.23 0.08 -0.03
H 22.847492 19.989887 13.653409 -0.59 0.31 -0.09
H 22.173611 21.662869 13.479449 0.11 0.11 0.31
H 20.160468 19.871945 13.944940 0.25 -0.32 -0.56
H 19.233711 19.870777 12.444239 -0.83 -0.43 -0.33
H 19.760598 21.311515 13.208377 -0.12 0.81 -0.19
H 20.749238 18.036984 12.910561 -0.47 -0.27 0.33
C 13.233343 21.103736 17.504332 -0.53 -0.80 0.97
C 13.482146 20.727122 16.012068 0.09 1.30 -0.60
C 12.659942 19.461993 15.594177 0.59 0.56 1.45
C 12.991423 21.935270 15.086266 0.74 -0.33 0.74
C 14.015206 23.096789 15.105243 0.14 -0.81 1.81
C 15.407563 22.642087 14.733210 0.62 0.00 -0.58
C 15.980341 21.517096 15.682293 -2.11 0.71 -0.59
C 17.214108 20.962738 14.976227 0.90 0.70 1.24
C 16.262964 22.037917 17.112410 0.30 -0.63 0.33
N 14.901119 20.505250 15.690705 0.58 -0.88 -0.43
O 15.373905 19.478978 16.551019 -0.04 -0.61 -0.17
H 13.755909 20.530271 18.318229 0.13 0.26 -1.28
H 13.346353 22.158175 17.769107 0.09 -0.04 -0.43
H 12.198301 20.860058 17.739584 -0.34 0.18 -0.14
H 11.659250 19.630839 16.026830 0.19 -0.46 -0.49
H 12.647429 19.298883 14.534805 -0.22 0.44 -0.76
H 13.103721 18.534421 15.971787 -0.18 0.31 0.47
H 12.875991 21.577651 14.046180 0.00 0.04 0.43
H 12.012579 22.285381 15.462667 0.34 -0.21 -0.24
H 13.659738 23.912954 14.513565 -0.10 0.57 -0.48
H 14.167065 23.461067 16.140830 -0.72 0.11 -0.31
H 16.119721 23.488150 14.737235 -0.31 -0.20 0.10
H 15.356389 22.316732 13.671085 0.37 -0.34 0.57
H 17.005526 20.754653 13.933526 0.00 -0.14 -0.15
H 17.683378 20.093693 15.481798 -0.49 0.46 -0.31
H 17.950585 21.802907 15.053433 -0.27 -0.70 -0.38
H 16.677520 21.277880 17.791655 0.37 -0.20 -0.73
H 15.356173 22.237794 17.688517 0.10 0.77 -0.59
H 16.981179 22.858823 17.092882 -0.28 0.22 0.09
H 15.420450 18.741816 15.914889 -0.02 -0.39 0.23
C 19.896773 11.428568 15.361582 -0.20 0.51 0.38
C 20.039000 11.508823 16.891284 -0.32 1.43 -0.57
C 18.879839 12.423613 17.421614 -0.54 -1.82 0.09
C 20.056364 10.093339 17.398893 0.94 -0.16 -0.39
C 20.504365 10.004648 18.850208 -0.08 -0.57 -0.25
C 21.803410 10.712813 19.152156 1.79 0.53 -0.60
C 21.897979 12.158469 18.545333 -0.71 -0.70 -0.65
C 21.079565 13.044244 19.500911 0.46 0.89 0.15
C 23.374179 12.622448 18.446980 -1.61 0.31 -0.27
N 21.359429 12.091265 17.143496 1.11 0.74 0.75
O 21.427783 13.464008 16.637701 0.00 -1.40 -0.73
H 20.692669 10.872663 14.837815 -0.28 0.21 0.39
H 18.931776 10.966322 15.226052 -0.31 -0.35 -0.58
H 19.833419 12.448825 14.983476 0.07 -0.04 -0.30
H 17.922742 12.220660 16.926032 0.28 0.17 -0.72
H 18.542866 12.179832 18.431274 0.74 0.29 0.37
H 19.182315 13.440243 17.301929 -0.06 0.72 0.08
H 19.062035 9.665788 17.222116 0.29 -0.14 0.18
H 20.799357 9.610139 16.700982 -0.67 -0.10 0.89
H 19.715739 10.313336 19.496000 -0.76 0.81 0.49
H 20.588977 8.971998 19.136426 0.31 -0.72 0.00
H 22.674018 10.105592 18.742250 -0.96 0.60 0.50
H 21.966383 10.872565 20.241505 -0.08 -0.51 -0.59
H 20.255558 12.468288 19.952872 0.19 0.57 -0.22
H 20.749814 13.988421 19.037110 -0.25 -0.56 -0.07
H 21.749145 13.414473 20.298738 -0.29 -0.47 -0.02
H 23.960147 11.820525 18.009278 0.32 0.14 0.10
H 23.608437 12.867113 19.458341 0.96 -0.16 0.75
H 23.458711 13.571544 17.888103 -0.06 -0.61 0.04
H 21.952193 13.298138 15.805920 -0.40 0.29 0.78
C 23.676981 11.495353 14.891915 0.84 -1.38 0.91
O 23.038767 12.642132 14.510277 -0.51 1.37 -0.47
C 23.848899 13.619697 13.838935 0.60 -1.91 -0.85
C 22.890274 14.675616 13.387301 -1.42 0.50 -0.07
C 21.775686 14.126757 12.451359 0.57 -0.20 -0.57
N 23.609747 15.786024 12.796695 0.61 0.30 -0.48
H 22.939376 10.764439 15.238410 0.03 0.23 -0.12
H 24.357899 11.664030 15.735844 0.07 0.07 -0.02
H 24.264791 11.048278 14.091308 0.05 -0.02 -0.35
H 24.677868 13.974186 14.466628 -0.41 0.23 0.15
H 24.363534 13.082301 12.968743 -0.66 0.71 0.70
H 22.361826 15.002852 14.321854 0.61 0.19 -0.63
H 21.179711 13.315563 12.868106 0.22 -0.04 0.34
H 22.279511 13.705941 11.535367 -0.61 0.53 0.57
H 21.045953 14.918981 12.179128 0.63 -0.27 0.02
H 23.025757 16.596988 12.650079 -0.37 0.16 0.38
H 23.934892 15.592326 11.842268 -0.05 -0.44 0.54
C 13.042683 14.843242 11.620852 -1.81 -1.97 0.16
O 12.643686 15.478305 12.837928 -0.03 -0.16 -0.74
C 11.253750 15.357274 13.172385 1.22 0.12 -0.05
C 11.021533 16.280545 14.359810 -0.01 -0.46 1.10
C 11.917400 15.859767 15.621608 -1.32 1.49 -0.88
N 9.614121 16.107598 14.752812 -0.28 0.10 -0.05
H 12.392491 15.071723 10.739605 0.77 0.91 0.52
H 12.814167 13.714997 11.637774 0.71 1.09 0.59
H 14.110668 14.995848 11.503127 -0.18 0.20 -0.34
H 10.653499 15.636444 12.299241 -0.15 0.12 0.07
H 11.016724 14.326383 13.442320 -0.04 -0.16 0.05
H 11.240018 17.309615 14.027714 0.20 -0.20 0.25
H 11.569896 14.917082 15.993354 -0.13 -0.74 -0.01
H 11.805800 16.569668 16.462233 -0.15 -0.09 -0.50
H 12.962599 15.833854 15.389807 0.56 -0.17 -0.29
H 8.932414 16.363866 14.028764 0.60 0.00 0.37
H 9.390757 16.623802 15.599306 0.08 -0.05 -0.24
C 19.337145 15.701663 14.858608 0.24 -0.12 -0.67
O 18.739496 16.517185 13.855958 -0.42 -0.09 0.39
C 17.570247 17.197215 14.273166 0.76 0.29 1.57
C 16.287021 16.420639 14.483001 -0.64 -0.15 -0.56
C 16.182473 15.365863 13.433597 -1.27 -0.98 -0.77
N 15.219593 17.414824 14.345060 -0.15 1.45 0.51
H 20.394782 15.675102 14.623891 0.13 -0.19 -0.05
H 18.943638 14.697318 14.861305 -0.25 -0.52 -0.22
H 19.248832 16.062917 15.866155 -0.30 0.56 0.40
H 17.789444 17.755970 15.200000 0.01 -0.02 -0.31
H 17.342195 17.905950 13.514110 0.11 0.69 -0.90
H 16.163713 16.009323 15.490605 0.42 -0.19 -0.09
H 15.179022 14.971413 13.421601 -0.64 -0.07 0.33
H 16.766428 14.467161 13.481869 0.98 -0.14 0.51
H 16.270814 15.744530 12.428307 0.48 0.60 -0.43
H 14.254100 17.220246 14.120088 0.10 -1.19 0.18
H 15.425616 18.201462 13.748881 0.52 0.08 -0.19
```
Positions in Å, forces in eV/Å.

E_LUMO in eV: 0.5
E_HOMO in eV: -8.2
Net charge: 0
Electronic energy in eV: -115832.57664
Maximum force in eV/Å: 2.98
SMILES: CC1(C)CCCC(C)(C)N1O.CC1(C)CCCC(C)(C)N1O.CC1(C)CCCC(C)(C)N1O.CC1(C)CCCC(C)(C)N1O.CC1(C)CCCC(C)(C)N1O.CC1(C)CCCC(C)(C)N1O.CC1(C)CCCC(C)(C)N1O.COC[C@H](C)N.COC[C@H](C)N.COC[C@H](C)N
ΔE to the lowest compared entry with this formula, charge and spin in kcal per mole: 0.0